Record 1
CH5N5 | wB97M-V/def2-TZVPD

Computed properties:
Maximum force ... 2.526 eV Å⁻¹
Highest occupied orbital energy (spin up / spin down) ... -8.73 / -8.73 eV
E_tot ... -314.73406 Eh
Relative energy (zero: lowest compared OMol25 entry of this formula, charge and spin) ... 2.179 eV
LUMO (spin up / spin down) ... 0.03 / 0.03 eV
Gap between HOMO and LUMO (spin up / spin down) ... 8.7516 / 8.7526 eV
Molecular weight ... 87.1 g mol⁻¹

```
! wB97M-V def2-TZVPD RIJCOSX def2/J DEFGRID3
* xyz 0 1
N -1.2647 -0.9999 -0.0989
N 0.3209 0.8885 0.6198
C -2.0872 0.0493 -0.1682
H 1.6982 -1.5821 -0.9516
H -0.6078 1.2745 0.3850
N -2.8105 0.9731 -0.0589
H -1.4006 -1.7438 -0.8511
N 1.4263 -0.9344 -0.1639
H 0.2047 0.4444 1.6008
N 0.4761 -0.0682 -0.3264
H 1.5625 -1.4591 0.6842
*
```


Record 2
CH5N6 | wB97M-V/def2-TZVPD

Computed properties:
Maximum force ... 3.913 eV Å⁻¹
Highest occupied orbital energy ... -13.65 eV
E_tot ... -369.14946 Eh
Relative energy (zero: lowest compared OMol25 entry of this formula, charge and spin) ... 2.824 eV
LUMO ... -4.79 eV
Gap between HOMO and LUMO ... 8.8609 eV
Molecular weight ... 101.1 g mol⁻¹

```
! wB97M-V def2-TZVPD RIJCOSX def2/J DEFGRID3
* xyz 1 1
N -0.1513 0.3236 -0.1478
N 0.9503 0.0146 0.2774
C -1.4019 -2.5779 0.9818
H -1.7860 -3.1050 1.8670
N 2.0242 0.8108 0.1167
H 2.8937 0.5502 0.4494
N -1.2802 -0.3339 0.1854
H -1.4838 1.1138 -1.2881
H 2.0572 1.2326 -0.7777
H -0.1723 2.2004 -1.2105
N -0.4608 1.2528 -1.0912
N -1.1891 -1.4819 0.6377
*
```


Record 3
CH5NO | wB97M-V/def2-TZVPD

Computed properties:
Maximum force ... 0.984 eV Å⁻¹
Highest occupied orbital energy (spin up / spin down) ... 1.03 / -5.06 eV
E_tot ... -171.01613 Eh
Relative energy (zero: lowest compared OMol25 entry of this formula, charge and spin) ... 0.589 eV
LUMO (spin up / spin down) ... 4.86 / 4.81 eV
Gap between HOMO and LUMO (spin up / spin down) ... 3.8343 / 9.8782 eV
Molecular weight ... 47.1 g mol⁻¹

```
! wB97M-V def2-TZVPD RIJCOSX def2/J DEFGRID3
* xyz -1 2
N 0.0643 -0.8722 -2.1269
C 0.3958 0.0709 -1.2967
O -1.2110 0.3659 2.7860
H 0.8990 -1.2389 -2.5733
H -0.4117 0.3652 3.2993
H 1.4185 0.4442 -1.2698
H -0.8336 0.2197 1.9043
H -0.3214 0.6451 -0.7229
*
```


Record 4
CH5NO | wB97M-V/def2-TZVPD

Computed properties:
Maximum force ... 1.745 eV Å⁻¹
Highest occupied orbital energy ... -10.40 eV
E_tot ... -171.05636 Eh
Relative energy (zero: lowest compared OMol25 entry of this formula, charge and spin) ... 0.703 eV
SMILES string ... C=O.N
LUMO ... 0.68 eV
Gap between HOMO and LUMO ... 11.0805 eV
Molecular weight ... 47.1 g mol⁻¹

```
! wB97M-V def2-TZVPD RIJCOSX def2/J DEFGRID3
* xyz 0 1
O -2.2387 0.6448 -1.1157
H -0.2890 1.1308 -0.6871
N 1.3959 -0.8411 1.4677
H 0.7146 -0.1328 1.7168
H 1.1176 -1.7041 1.9384
C -1.1198 0.9281 -1.3889
H -0.7315 1.0140 -2.4263
H 1.1509 -1.0397 0.4950
*
```


Record 5
CH5NO | wB97M-V/def2-TZVPD

Computed properties:
Maximum force ... 1.275 eV Å⁻¹
Highest occupied orbital energy ... -9.62 eV
E_tot ... -171.05201 Eh
Relative energy (zero: lowest compared OMol25 entry of this formula, charge and spin) ... 0.821 eV
SMILES string ... C=N.O
LUMO ... 0.64 eV
Gap between HOMO and LUMO ... 10.2566 eV
Molecular weight ... 47.1 g mol⁻¹

```
! wB97M-V def2-TZVPD RIJCOSX def2/J DEFGRID3
* xyz 0 1
H 0.3381 -1.0742 -0.5086
H 1.5643 0.5791 1.8899
N -1.2978 0.2267 -0.8642
H -1.1954 -1.8121 -1.0122
H -0.7491 1.0491 -0.6310
C -0.6882 -0.8645 -0.8071
H 1.1058 1.3790 0.7662
O 0.9223 0.5169 1.1669
*
```


Record 6
CH5NO2Si | wB97M-V/def2-TZVPD

Computed properties:
Maximum force ... 5.002 eV Å⁻¹
Highest occupied orbital energy ... -10.31 eV
E_tot ... -535.64516 Eh
Relative energy (zero: lowest compared OMol25 entry of this formula, charge and spin) ... 3.300 eV
LUMO ... -0.53 eV
Gap between HOMO and LUMO ... 9.7837 eV
Molecular weight ... 91.1 g mol⁻¹

```
! wB97M-V def2-TZVPD RIJCOSX def2/J DEFGRID3
* xyz 0 1
H 2.3139 0.2444 -0.2648
H 1.3529 1.0333 -1.4175
H 0.4621 -1.8900 1.5403
H -0.7315 -1.4223 -1.1492
H 1.1864 1.4240 0.3522
O -1.7311 0.9869 1.2107
C 1.3130 0.6476 -0.3443
Si -0.0335 -0.6797 -0.2185
N -1.5985 0.1785 0.3447
O -2.5336 -0.5229 -0.0536
*
```


Record 7
CH5NO3S | wB97M-V/def2-TZVPD

Computed properties:
Maximum force ... 0.539 eV Å⁻¹
Highest occupied orbital energy ... -9.86 eV
E_tot ... -719.78439 Eh
Relative energy (zero: lowest compared OMol25 entry of this formula, charge and spin) ... 0.000 eV
SMILES string ... O=C(O)NS.O
LUMO ... 0.60 eV
Gap between HOMO and LUMO ... 10.4508 eV
Molecular weight ... 111.1 g mol⁻¹

```
! wB97M-V def2-TZVPD RIJCOSX def2/J DEFGRID3
* xyz 0 1
H 1.4225 0.8155 -1.5426
N 1.3960 0.6013 -0.5544
H -1.3259 -0.9901 0.6487
H -1.3081 1.9801 -0.1540
O 0.0163 0.6291 1.2550
S 2.4221 -0.6306 0.0063
C 0.2731 0.9657 0.1295
O -0.4763 1.7917 -0.6104
H 3.2453 0.1508 0.7251
H -2.0073 -2.1886 -0.0448
O -1.7524 -1.2687 -0.1690
*
```


Record 8
CH5NO3S | wB97M-V/def2-TZVPD

Computed properties:
Maximum force ... 4.166 eV Å⁻¹
Highest occupied orbital energy ... -9.99 eV
E_tot ... -719.70475 Eh
Relative energy (zero: lowest compared OMol25 entry of this formula, charge and spin) ... 2.167 eV
LUMO ... 0.65 eV
Gap between HOMO and LUMO ... 10.6367 eV
Molecular weight ... 111.1 g mol⁻¹

```
! wB97M-V def2-TZVPD RIJCOSX def2/J DEFGRID3
* xyz 0 1
H -2.1985 -0.9378 -0.8617
O -0.9233 0.2974 -1.7796
H -0.6215 -1.6563 -1.3588
H 0.8885 -0.0107 2.6279
H 0.0145 0.7174 -1.5944
C -1.1595 -0.7621 -0.8824
O 1.1707 1.3311 -0.3985
H 1.8658 -0.0857 1.3221
O -0.5517 -0.4906 0.3686
S 0.2447 1.0187 0.6616
N 1.2703 0.5785 1.8954
*
```


Record 9
CH5NO4S | wB97M-V/def2-TZVPD

Computed properties:
Maximum force ... 4.770 eV Å⁻¹
Highest occupied orbital energy ... -10.19 eV
E_tot ... -794.94261 Eh
Relative energy (zero: lowest compared OMol25 entry of this formula, charge and spin) ... 1.828 eV
SMILES string ... N[C@@H](O)S(=O)(=O)O
LUMO ... 0.25 eV
Gap between HOMO and LUMO ... 10.4373 eV
Molecular weight ... 127.1 g mol⁻¹

```
! wB97M-V def2-TZVPD RIJCOSX def2/J DEFGRID3
* xyz 0 1
O -0.6044 1.5725 1.6821
C 0.9310 0.4128 -0.1347
S -0.4781 0.3380 0.9841
O -0.5774 -0.8839 1.7186
N 1.1695 -1.3179 -0.6976
H -2.4152 -0.1320 0.1813
O -1.6272 0.2743 -0.1817
H -0.2402 1.0975 -1.4640
O 0.6672 1.2399 -1.1475
H 0.4659 -1.4227 -1.4205
H 0.8434 -1.8196 0.1209
H 1.8654 0.6410 0.3592
*
```


Record 10
CH5NOP | wB97M-V/def2-TZVPD

Computed properties:
Maximum force ... 4.315 eV Å⁻¹
Highest occupied orbital energy ... -2.03 eV
E_tot ... -512.29792 Eh
Relative energy (zero: lowest compared OMol25 entry of this formula, charge and spin) ... 4.548 eV
LUMO ... 4.95 eV
Gap between HOMO and LUMO ... 6.9787 eV
Molecular weight ... 78.0 g mol⁻¹

```
! wB97M-V def2-TZVPD RIJCOSX def2/J DEFGRID3
* xyz -1 1
P -1.4473 -0.6357 -0.1985
O -0.7755 1.9813 0.0128
H -2.2260 -0.4960 1.0663
H 1.5379 -0.5264 0.7943
H 1.4172 -0.3876 -1.0572
H -2.7384 -0.2988 -0.7596
N -0.6253 0.9473 -0.5727
C 1.2160 0.1193 -0.0691
H 1.5859 1.1364 -0.0003
*
```


Record 11
CH5NOP2 | wB97M-V/def2-TZVPD

Computed properties:
Maximum force ... 3.865 eV Å⁻¹
Highest occupied orbital energy ... -7.63 eV
E_tot ... -853.69629 Eh
Relative energy (zero: lowest compared OMol25 entry of this formula, charge and spin) ... 2.198 eV
SMILES string ... P=[PH3].N=C=O
LUMO ... 0.58 eV
Gap between HOMO and LUMO ... 8.2034 eV
Molecular weight ... 109.0 g mol⁻¹

```
! wB97M-V def2-TZVPD RIJCOSX def2/J DEFGRID3
* xyz 0 1
H 3.0677 0.0490 -1.7031
N -3.2445 0.0099 1.3950
H 0.7279 1.3135 -0.0154
O -2.5610 0.0824 -0.8734
P 0.3217 -0.0366 0.0669
H -3.6128 0.4765 2.2291
H 2.5421 -1.6011 -0.9856
H 3.3905 -0.1178 0.3252
P 2.2177 -0.2942 -0.6824
C -2.8493 0.1185 0.2437
*
```


Record 12
CH5NOSi | wB97M-V/def2-TZVPD

Computed properties:
Maximum force ... 2.445 eV Å⁻¹
Highest occupied orbital energy ... -11.11 eV
E_tot ... -460.47786 Eh
Relative energy (zero: lowest compared OMol25 entry of this formula, charge and spin) ... 2.291 eV
LUMO ... -0.79 eV
Gap between HOMO and LUMO ... 10.3236 eV
Molecular weight ... 75.1 g mol⁻¹

```
! wB97M-V def2-TZVPD RIJCOSX def2/J DEFGRID3
* xyz 0 1
H 1.1158 -0.1896 1.8809
H 1.7509 2.1512 -0.8925
C -2.2929 -0.8389 -0.1462
H 0.6298 -0.7813 1.5589
Si 1.2615 0.7534 -0.7373
H -2.2667 0.2478 -0.2102
H 2.5062 0.3443 -0.0768
O -0.1278 0.2456 -1.0481
N -2.5767 -1.9326 -0.3286
*
```


Record 13
CH5NP2 | wB97M-V/def2-TZVPD

Computed properties:
Maximum force ... 3.975 eV Å⁻¹
Highest occupied orbital energy ... -8.41 eV
E_tot ... -778.46783 Eh
Relative energy (zero: lowest compared OMol25 entry of this formula, charge and spin) ... 1.252 eV
SMILES string ... [H]/N=P/CP
LUMO ... -0.34 eV
Gap between HOMO and LUMO ... 8.0680 eV
Molecular weight ... 93.0 g mol⁻¹

```
! wB97M-V def2-TZVPD RIJCOSX def2/J DEFGRID3
* xyz 0 1
H 0.1640 1.9036 0.0623
C -0.1326 0.8998 0.0074
H 1.5127 -0.0003 -1.8343
H -1.1488 0.7485 0.4056
P 0.7500 -0.3248 1.6591
H -0.4797 0.7341 -2.4500
P 0.1191 -0.1601 -1.5228
N -0.2466 -1.4875 1.5419
H -0.5381 -2.3133 2.1309
*
```


Record 14
CH5NP2 | wB97M-V/def2-TZVPD

Computed properties:
Maximum force ... 2.709 eV Å⁻¹
Highest occupied orbital energy ... -8.76 eV
E_tot ... -778.49411 Eh
Relative energy (zero: lowest compared OMol25 entry of this formula, charge and spin) ... 0.537 eV
SMILES string ... C/P=N/P
LUMO ... -0.37 eV
Gap between HOMO and LUMO ... 8.3845 eV
Molecular weight ... 93.0 g mol⁻¹

```
! wB97M-V def2-TZVPD RIJCOSX def2/J DEFGRID3
* xyz 0 1
H 2.6270 0.8029 0.8554
P -2.5768 -0.0568 0.0643
N -0.9193 0.0672 0.1033
H -2.5631 -1.4397 -0.3533
H 1.8487 -0.7776 1.0152
P 0.2093 1.1217 -0.0800
H 2.4129 -0.1461 -0.7120
C 1.8787 0.1874 0.3051
H -2.9174 0.2410 -1.1979
*
```


Record 15
CH5NP2 | wB97M-V/def2-TZVPD

Computed properties:
Maximum force ... 2.229 eV Å⁻¹
Highest occupied orbital energy (spin up / spin down) ... -6.84 / -8.65 eV
E_tot ... -778.42389 Eh
Relative energy (zero: lowest compared OMol25 entry of this formula, charge and spin) ... 0.709 eV
LUMO (spin up / spin down) ... 1.04 / -2.48 eV
Gap between HOMO and LUMO (spin up / spin down) ... 7.8809 / 6.1761 eV
Molecular weight ... 93.0 g mol⁻¹

```
! wB97M-V def2-TZVPD RIJCOSX def2/J DEFGRID3
* xyz 0 3
N -0.8301 -0.9788 0.5417
H -0.5565 -2.9573 1.1842
P -0.9793 0.6069 0.1673
H 1.1169 1.7951 0.2562
H -1.5800 0.4193 -1.0966
P 0.2379 -1.8269 1.3380
H 1.1927 0.0682 -0.5783
C 0.6912 1.1081 -0.4657
H 0.7071 1.7656 -1.3466
*
```


Record 16
CH5NS2 | wB97M-V/def2-TZVPD

Computed properties:
Maximum force ... 1.430 eV Å⁻¹
Highest occupied orbital energy (spin up / spin down) ... -11.70 / -11.70 eV
E_tot ... -891.85295 Eh
Relative energy (zero: lowest compared OMol25 entry of this formula, charge and spin) ... 0.000 eV
LUMO (spin up / spin down) ... -5.65 / -8.96 eV
Gap between HOMO and LUMO (spin up / spin down) ... 6.0493 / 2.7449 eV
Molecular weight ... 95.2 g mol⁻¹

```
! wB97M-V def2-TZVPD RIJCOSX def2/J DEFGRID3
* xyz 1 2
H 4.3016 0.6555 -3.9251
H 2.1694 1.5513 -2.2696
H 2.3917 1.8218 -4.0664
H -4.8031 -2.4631 5.2845
C 2.8057 1.4620 -3.1506
S -3.0303 -1.0331 4.2272
H -2.9682 -0.8132 2.8939
N 3.8944 0.8337 -3.0033
S -4.7612 -2.0150 4.0095
*
```


Record 17
CH5NSi2 | wB97M-V/def2-TZVPD

Computed properties:
Maximum force ... 4.941 eV Å⁻¹
Highest occupied orbital energy ... -9.55 eV
E_tot ... -674.67981 Eh
Relative energy (zero: lowest compared OMol25 entry of this formula, charge and spin) ... 2.735 eV
LUMO ... -1.01 eV
Gap between HOMO and LUMO ... 8.5333 eV
Molecular weight ... 87.2 g mol⁻¹

```
! wB97M-V def2-TZVPD RIJCOSX def2/J DEFGRID3
* xyz 0 1
H 1.1855 -0.5529 1.9098
Si 0.6505 -0.2029 0.5268
C 1.9792 -0.5740 -0.7094
N 2.5131 -0.7856 -1.6840
H -2.0266 1.2490 0.8202
Si -1.5333 -0.0413 -0.0535
H -2.1282 0.3784 -1.4768
H 1.6853 1.8031 0.2809
H -2.3254 -1.2739 0.3860
*
```


Record 18
CH5O2 | wB97M-V/def2-TZVPD

Computed properties:
Maximum force ... 2.169 eV Å⁻¹
Highest occupied orbital energy ... -2.77 eV
E_tot ... -191.56757 Eh
Relative energy (zero: lowest compared OMol25 entry of this formula, charge and spin) ... 0.125 eV
LUMO ... 4.96 eV
Gap between HOMO and LUMO ... 7.7272 eV
Molecular weight ... 49.0 g mol⁻¹

```
! wB97M-V def2-TZVPD RIJCOSX def2/J DEFGRID3
* xyz -1 1
H -1.6244 -0.9822 1.1778
H 0.2532 -0.0548 -1.5194
H 1.7925 -0.8095 -0.8544
H 1.7906 0.9022 -1.2961
H -0.7743 0.0475 0.3883
O 0.6667 0.3288 0.4038
C 1.1525 0.0981 -0.8944
O -1.7718 -0.2656 0.5607
*
```


Record 19
CH5O2 | wB97M-V/def2-TZVPD

Computed properties:
Maximum force ... 3.525 eV Å⁻¹
Highest occupied orbital energy ... -3.19 eV
E_tot ... -191.55107 Eh
Relative energy (zero: lowest compared OMol25 entry of this formula, charge and spin) ... 0.574 eV
LUMO ... 4.50 eV
Gap between HOMO and LUMO ... 7.6957 eV
Molecular weight ... 49.0 g mol⁻¹

```
! wB97M-V def2-TZVPD RIJCOSX def2/J DEFGRID3
* xyz -1 1
C 0.2816 -0.8111 0.8112
O -0.3682 1.8529 -1.5041
H 0.0081 -1.6789 0.2344
O 0.8567 0.0343 -0.0788
H 0.1976 0.7724 -0.5394
H -0.6425 -0.4221 1.3069
H 0.8755 -1.1100 1.6856
H -1.2088 1.3625 -1.9159
*
```


Record 20
CH5O2P | wB97M-V/def2-TZVPD

Computed properties:
Maximum force ... 3.318 eV Å⁻¹
Highest occupied orbital energy ... -8.02 eV
E_tot ... -532.85882 Eh
Relative energy (zero: lowest compared OMol25 entry of this formula, charge and spin) ... 1.907 eV
LUMO ... 0.69 eV
Gap between HOMO and LUMO ... 8.7092 eV
Molecular weight ... 80.0 g mol⁻¹

```
! wB97M-V def2-TZVPD RIJCOSX def2/J DEFGRID3
* xyz 0 1
H -0.4987 1.8972 -0.8997
H 1.9346 -0.8609 -0.1372
H -1.0374 0.5789 1.6917
C 1.1009 -0.4071 0.5727
O -1.4438 0.2493 0.8696
O -0.9238 -0.8251 -1.2353
H 1.5965 0.3722 1.2617
P -0.3045 0.1955 -0.1991
H -0.4238 -1.2000 -1.9245
*
```